[1]
This record from OMol25 describes a structure of composition C30H53N10O11 in a non-equilibrium geometry. The level of theory is wB97M-V/def2-TZVPD.

Each line ends with the Mulliken charge.
CARTESIAN COORDINATES (ANGSTROEM)
C 0.7044 1.6749 -0.9989  -0.2043
C 0.3724 0.4859 -1.8809  1.2164
C 1.6004 -0.3321 -2.3949  -1.9281
C 2.3124 -1.1231 -1.3239  -0.1909
C 1.3534 -2.1691 -0.8329  -0.8236
C 0.1034 -1.5841 -0.1869  2.1440
N -0.4736 -0.4671 -1.0749  1.3126
O -1.6306 -0.0611 -0.8369  -0.1881
C 0.3824 -1.1601 1.2691  -0.9989
C -0.8776 -2.7281 -0.2929  -1.9542
C -0.4256 0.9579 -3.1279  -2.0143
H 1.6174 1.4609 -0.4509  -0.2715
H -0.2496 1.8569 -0.2129  -0.2618
H 0.7884 2.4779 -1.7319  0.4126
H 2.3244 0.6609 -2.9669  0.1689
H 1.2354 -0.9051 -3.1159  0.9415
H 2.6724 -0.4271 -0.5769  -0.2363
H 3.0624 -1.5351 -1.8929  0.7691
H 1.7554 -2.8581 -0.1569  -0.0369
H 1.0644 -2.8631 -1.6579  0.3270
H 0.6934 -2.1321 1.9001  -0.0069
H -0.5656 -0.6771 1.6801  0.4203
H 1.1384 -0.4161 1.4771  0.0085
H -2.0146 -2.5971 -0.0069  0.2310
H -0.6366 -3.5971 0.3731  0.1039
H -0.9516 -3.0441 -1.2469  0.6454
H -0.4086 0.1289 -3.7919  0.4403
H 0.0264 1.7049 -3.8279  0.3530
H -1.4546 1.0029 -3.0159  0.6145
N -1.2376 4.0379 3.4511  -0.0017
C -2.3526 3.6819 4.0691  -0.5130
C -2.9866 2.5109 3.2401  -1.0920
C -1.9946 2.1539 2.1441  0.3394
C -0.8676 3.1909 2.3341  -0.5767
H -0.6686 4.6059 3.8571  0.1291
H -2.9136 4.1019 4.8191  0.5169
H -4.0686 2.1789 3.4351  0.3210
H -1.8566 1.2759 1.4791  0.3056
H 0.0494 3.3479 1.7821  0.5925
N -0.2876 -2.0701 5.3471  -0.0167
C -1.2066 -1.0441 5.0821  -0.6893
C -0.2786 0.0579 4.6241  -0.3995
C 1.1894 -0.3351 4.5151  -0.3415
C 1.1014 -1.8651 5.1351  -0.6995
H -0.4936 -3.0031 5.6751  0.2347
H -2.1466 -1.2361 5.2871  0.6137
H -0.6796 0.9679 4.2561  0.5429
H 2.0644 0.2739 4.2221  0.4938
H 1.8894 -2.7411 5.2521  0.3931
N -4.9156 3.8929 -2.6999  0.0077
C -4.0836 4.7509 -1.9499  -1.0615
C -3.2926 3.7769 -0.9569  -0.2656
C -3.8096 2.3959 -1.3129  0.6539
C -4.9226 2.5319 -2.3499  -0.9020
H -5.5766 4.2759 -3.4119  0.2539
H -4.0966 5.6649 -2.1579  0.6251
H -2.4266 4.0139 -0.3039  0.4401
H -3.4336 1.4279 -0.7029  -0.0821
H -5.7006 1.9419 -2.8149  0.4104
N 0.9904 5.8089 -3.1879  0.0920
C 2.0504 5.0059 -2.7839  -0.5028
C 2.0374 5.0529 -1.3009  0.1030
C 0.8604 6.0059 -0.8629  -0.7253
C 0.2624 6.3989 -2.1649  -0.6056
H 0.8684 5.8889 -4.0029  -0.1691
H 2.8314 4.4359 -3.2789  0.4073
H 2.9934 4.6519 -0.8579  0.2796
H 0.7584 6.2979 0.0861  0.6318
H -0.4626 7.1539 -2.3099  0.4488
C 1.7214 -7.1501 2.3101  -0.7202
N 0.8774 -5.9341 2.1611  0.7492
O 0.3184 -5.4541 3.1861  -0.5366
O 0.8694 -5.3131 1.1001  -0.4200
H 2.7244 -6.6641 2.3711  0.2567
H 1.4474 -7.7461 1.6271  0.3496
H 1.4614 -7.7061 3.2381  0.2773
C 4.5174 3.1829 1.8541  -0.6150
N 3.9404 1.8389 1.5161  0.7476
O 4.7734 1.0989 0.9541  -0.5244
O 2.7284 1.5149 1.7401  -0.3431
H 5.6144 3.0279 1.9111  0.3541
H 3.8344 3.5509 2.6711  0.3064
H 4.0084 3.7869 1.1781  0.1017
C -4.3316 -2.4651 -3.0339  -0.7768
N -4.3846 -1.0381 -3.3109  0.7749
O -3.3616 -0.4211 -3.0349  -0.3496
O -5.4556 -0.4861 -3.5039  -0.5254
H -4.9446 -2.6151 -2.3199  0.4072
H -3.2666 -2.8521 -2.9369  0.1005
H -4.7416 -2.8661 -3.9519  0.3469
C 3.4734 -2.6441 2.8661  -0.4315
N 3.7224 -3.7491 1.9031  1.0144
O 3.5944 -3.5481 0.6691  -0.5426
O 4.1504 -4.8251 2.3481  -0.6229
H 4.1394 -2.3831 3.4071  0.6617
H 2.4254 -2.9671 3.2681  -0.2608
H 3.1344 -1.7401 2.0651  0.0232
C 0.6024 -4.6001 -4.9359  -0.9581
N -0.6786 -4.0551 -4.3089  0.6948
O -0.5466 -2.8981 -3.8249  -0.3531
O -1.5036 -4.8261 -3.7529  -0.4447
H 0.6104 -5.6601 -4.4849  0.3411
H 1.3424 -3.9991 -4.7629  0.3726
H 0.4794 -4.5911 -5.9559  0.3593

Force components x, y, z for each atom (eV/Å):
-2.5 0.0 2.1
0.3 -0.7 -2.0
2.1 6.7 2.0
-1.5 1.4 -0.3
-0.6 0.3 -1.5
0.2 -1.6 -0.4
-3.7 3.1 2.5
4.2 -2.4 -1.0
-1.5 -0.5 1.6
-3.5 -0.3 4.3
1.6 -1.1 -1.0
0.0 0.4 0.2
2.8 -0.1 -2.2
0.2 0.3 0.7
-2.0 -3.3 1.8
-1.1 -2.6 -3.4
0.4 -0.2 0.4
2.4 -1.3 -0.4
0.8 -0.6 1.3
0.1 0.8 0.1
-1.1 2.1 -1.6
1.1 -1.0 -0.1
0.5 0.1 -0.6
2.2 0.7 -0.2
0.5 0.9 -0.7
0.1 -1.2 -3.3
0.2 -1.3 -0.7
-0.2 0.1 1.6
-2.0 1.3 0.8
-2.7 -5.8 -4.7
-2.9 -6.1 -5.4
2.6 2.2 0.4
1.8 4.3 3.5
-4.3 -1.8 1.5
4.6 4.5 2.6
-0.4 1.4 1.7
2.1 0.2 -0.4
-0.7 0.9 0.5
-0.1 0.0 0.2
2.4 -0.1 -0.2
10.7 1.9 -1.7
0.7 -3.3 0.3
-4.6 -4.7 3.0
-1.0 3.8 -2.0
-0.6 0.2 0.0
-4.5 -0.2 0.7
-0.1 0.8 -0.1
-0.8 -0.6 0.3
-2.1 2.2 0.0
0.0 0.3 1.1
1.5 -13.0 3.6
-3.5 0.1 -4.6
-1.2 1.4 0.0
3.7 2.5 2.5
0.9 -0.6 1.1
0.3 7.6 -1.4
-1.0 -0.1 -0.5
-1.4 2.5 -1.9
0.6 -0.5 0.3
3.0 -2.2 14.4
-1.3 1.0 6.0
-1.1 1.8 -3.1
3.0 -3.1 -8.6
3.4 -2.0 3.7
-2.9 1.9 -14.6
-0.7 0.5 -0.8
-1.6 0.5 0.3
-1.0 1.3 3.2
-0.7 0.3 -0.5
1.5 4.3 6.0
-1.5 2.9 2.0
1.2 -1.5 -2.0
0.3 -1.3 0.6
-0.5 -1.2 -0.5
-1.0 -4.2 -6.0
0.2 1.1 -0.3
-2.1 -1.4 2.1
-0.3 -2.4 -0.8
-2.1 0.9 1.1
3.4 1.3 -0.5
-1.1 0.8 0.0
1.7 -0.7 0.5
0.4 1.4 -2.4
4.8 -0.3 -6.3
0.5 2.3 2.4
0.1 -0.1 -0.9
0.4 -1.0 -0.7
-4.1 -1.3 5.3
-1.5 0.8 0.2
-0.2 -0.7 0.0
-13.0 -1.1 -10.3
2.3 -1.4 -2.1
0.0 -0.2 2.9
-1.0 1.5 -0.2
8.6 2.5 7.1
2.3 0.8 0.0
1.2 -2.2 2.5
-5.4 -5.2 0.9
0.4 0.7 5.6
-0.5 -1.1 -2.1
1.4 1.1 -2.8
0.5 1.8 -1.0
4.1 3.4 1.8
-0.5 -0.5 -2.5

- energy relative to the best compared isomer or geometry (same formula, charge and spin) (kJ/mol) = 443.7
- largest force on an atom (hartree/bohr) = 0.3236
- energy (eV) = -69352.431
- net charge = +1
- Kohn-Sham gap (eV) = 3.978

=====

[2]
This record from OMol25 describes a structure of composition C30H54FN9O6P2SZr in a non-equilibrium geometry. The level of theory is wB97M-V/def2-TZVPD.

Each line ends with the Mulliken charge.
CARTESIAN COORDINATES (ANGSTROEM)
Zr -0.4234 -1.5428 0.2665  1.5497
F 3.9049 3.0381 -2.4685  -0.3218
C 2.7436 3.3186 -1.8647  -0.0621
C 2.0067 2.2807 -1.4003  -0.4835
C 0.7475 2.5109 -0.8054  0.5519
C -0.0668 1.4516 -0.3227  1.7182
O 0.3466 0.1979 -0.4555  -1.3656
C -1.2680 1.7774 0.3216  0.4133
C -1.6821 3.0960 0.3274  -0.6396
N -0.9739 4.0871 -0.2043  0.2911
C -1.5092 5.4481 -0.1371  -0.4336
C -2.9577 5.6682 -0.4480  -0.9770
C -1.9079 6.1323 -1.4121  -0.3680
C 0.2776 3.8417 -0.7522  -0.4346
C 1.0624 4.8981 -1.2289  -0.6182
C 2.3150 4.6835 -1.7971  -0.3438
N 3.0784 5.7176 -2.2723  0.1976
C 4.5350 5.6404 -2.4642  -0.4850
C 5.1442 7.0297 -2.5088  -1.1958
N 4.5697 7.8147 -3.6572  -0.0079
C 3.0598 7.6625 -3.7593  -1.0083
C 2.4923 7.0303 -2.4975  -0.6886
C -2.1066 0.7684 1.0546  -0.0958
O -3.2871 0.8665 1.2040  -0.5732
O -1.3451 -0.2316 1.5210  -0.3650
H 2.3903 1.2764 -1.5119  0.6298
H -2.6286 3.3668 0.7766  0.7568
H -1.0519 6.0234 0.6578  0.4909
H -3.4769 6.4016 0.1507  0.2858
H -3.5529 4.8178 -0.7502  0.3472
H -1.7112 7.1921 -1.4899  0.3294
H -1.8087 5.5670 -2.3291  0.2234
H 0.6791 5.8980 -1.1092  0.8439
H 4.7991 5.0850 -3.3659  0.4033
H 5.0023 5.1308 -1.6211  0.5754
H 6.2209 6.9657 -2.6527  0.4353
H 4.9521 7.5952 -1.5993  0.3908
H 4.9972 7.4998 -4.5306  0.3753
H 4.8275 8.7996 -3.5619  0.3817
H 2.8618 7.0376 -4.6273  0.3677
H 2.6328 8.6482 -3.9271  0.4507
H 1.4208 6.9357 -2.6713  0.5833
H 2.6198 7.6954 -1.6369  0.2982
C -5.3229 -3.3398 -1.6779  -1.0902
N -3.9389 -3.8562 -1.6965  0.2905
C -3.5489 -4.4711 -2.9737  -0.6638
P -2.9431 -3.4968 -0.5000  0.3522
O -2.2787 -2.1046 -0.4979  -0.5284
O -1.6683 -4.4743 -0.7142  -0.4479
P -0.1111 -4.3322 -1.0664  0.0840
O 0.2593 -2.8709 -1.3186  -1.2026
N 0.5652 -4.7284 0.3877  1.0869
C 2.0408 -4.8409 0.3152  -1.1866
C -0.0103 -5.7474 1.2841  -0.8964
N 0.1579 -5.2301 -2.3680  0.4258
C 1.0140 -4.8097 -3.4906  -0.9414
C -0.1600 -6.6683 -2.3340  -0.9527
N -3.6174 -3.7447 0.9335  0.4163
C -4.6580 -4.7648 1.1695  -1.1324
C -3.1107 -3.0648 2.1320  -0.5953
H -6.0223 -4.1709 -1.7619  0.4166
H -5.4664 -2.6625 -2.5188  0.3659
H -5.5203 -2.7968 -0.7559  0.3263
H -4.1620 -5.3553 -3.1447  0.3418
H -2.5019 -4.7608 -2.9636  0.0487
H -3.7129 -3.7614 -3.7839  0.3171
H 2.4521 -4.0536 -0.3167  0.4369
H 2.3416 -5.8153 -0.0748  0.3190
H 2.4434 -4.7247 1.3199  0.4063
H -1.0959 -5.7017 1.2717  0.2500
H 0.3415 -5.5377 2.2939  0.2383
H 0.3142 -6.7524 1.0077  0.3351
H 1.2240 -3.7465 -3.4240  0.2856
H 0.4901 -5.0125 -4.4239  0.3247
H 1.9482 -5.3712 -3.4773  0.3353
H -0.8508 -6.8915 -1.5210  0.2433
H 0.7462 -7.2622 -2.2112  0.3775
H -0.6381 -6.9457 -3.2727  0.4089
H -4.3000 -5.4964 1.8925  0.4012
H -4.8946 -5.2780 0.2419  0.3707
H -5.5571 -4.2856 1.5540  0.4184
H -3.5404 -2.0696 2.2480  0.2525
H -2.0119 -2.9802 2.1550  0.0294
H -3.3690 -3.6741 2.9964  0.4641
C -0.5642 1.5133 4.6880  -0.7001
C 0.8993 1.2955 4.3371  -0.8135
N 1.0900 0.2727 3.3021  0.0723
C 1.0854 -1.0357 3.5069  0.9910
S 1.2547 -2.1451 2.1528  -0.3032
N 1.0250 -1.5367 4.7229  -0.0696
C 1.1514 -2.9543 5.1056  -0.5322
C 2.5994 -3.3893 5.2386  -1.0390
H -0.6518 2.2600 5.4757  0.4324
H -1.0370 0.5962 5.0405  0.2796
H -1.1250 1.8670 3.8221  0.0965
H 1.4939 1.0229 5.2114  0.4080
H 1.3587 2.2074 3.9577  0.3781
H 1.0375 0.5627 2.3406  -0.2041
H 0.9998 -0.8789 5.4903  0.2318
H 0.6122 -3.5470 4.3685  0.1353
H 0.6221 -3.0566 6.0517  0.4352
H 3.1370 -3.2711 4.2974  0.2855
H 2.6416 -4.4384 5.5279  0.3891
H 3.1143 -2.8146 6.0074  0.3721

Force components x, y, z for each atom (eV/Å):
0.5 1.3 0.3
0.0 0.1 0.0
0.0 0.0 -0.1
0.0 0.1 0.0
-0.2 0.0 -0.3
0.1 0.0 0.3
-0.4 -0.4 -0.1
0.1 0.0 0.0
0.0 0.0 0.0
0.0 -0.1 0.0
0.0 0.0 0.0
0.1 0.0 0.0
0.0 0.0 0.1
0.1 0.0 0.0
-0.1 0.0 0.1
0.0 -0.1 0.2
0.0 0.0 -0.2
0.0 -0.1 0.1
0.0 0.0 0.0
0.0 0.0 0.0
0.0 0.0 0.0
-0.1 0.1 -0.1
0.1 0.2 -0.2
0.1 0.0 0.2
0.0 -0.9 -0.6
0.0 0.0 0.0
0.0 0.0 0.0
0.0 0.0 0.0
0.0 0.0 0.0
0.0 0.0 0.0
0.0 0.0 0.0
0.0 0.0 0.0
0.1 0.0 0.0
0.0 0.0 0.0
0.0 -0.1 0.0
0.0 0.0 0.0
0.0 0.0 0.0
0.0 0.0 0.0
0.0 0.0 0.0
0.0 0.0 0.0
0.0 0.0 0.0
0.0 0.0 0.0
0.0 0.0 0.0
0.0 0.0 0.0
0.0 0.1 0.2
0.0 0.0 0.0
0.0 0.0 -0.4
0.5 0.0 0.7
-0.1 -0.2 -0.1
-0.1 0.0 -0.1
-0.2 0.2 0.6
-0.1 -0.2 -0.3
0.0 0.1 0.0
0.0 0.0 0.0
0.2 0.0 0.2
0.0 0.0 0.0
0.0 0.0 0.0
0.1 -0.1 -0.1
0.0 0.0 0.0
0.0 0.1 0.1
0.0 0.0 0.0
0.0 0.0 0.0
0.0 0.0 0.0
0.0 0.0 0.0
0.0 0.0 0.0
0.0 0.0 0.0
0.0 0.0 0.0
0.0 0.0 0.0
0.0 0.0 0.0
0.0 0.0 0.0
0.0 0.0 0.0
0.0 0.0 0.0
0.0 0.0 0.0
0.0 0.0 0.0
0.0 0.0 0.0
0.0 0.0 0.0
0.0 0.0 0.0
0.0 0.0 0.0
0.0 0.0 0.0
0.0 0.0 0.0
0.0 0.0 0.0
0.0 0.0 0.0
-0.1 -0.1 -0.1
0.0 0.0 0.0
0.0 0.0 0.0
0.1 0.0 0.0
-0.1 -0.1 0.0
0.0 0.0 0.0
-0.4 -0.1 -0.3
0.0 0.1 0.0
0.0 -0.1 0.0
0.0 0.0 0.0
0.0 0.0 0.0
0.0 0.0 0.0
0.0 0.0 0.0
0.0 0.0 0.0
0.0 0.0 0.0
0.1 0.0 0.0
0.0 0.0 0.0
0.0 0.0 0.0
0.0 0.0 0.0
0.0 0.0 0.0
0.0 0.0 0.0
0.0 0.0 0.0

- energy relative to the best compared isomer or geometry (same formula, charge and spin) (kJ/mol) = 33.7
- largest force on an atom (hartree/bohr) = 0.0279
- energy (eV) = -91069.389
- net charge = +4
- Kohn-Sham gap (eV) = 7.662

=====

[3]
This record from OMol25 describes a cluster of 3 separate species, C30H54N2O2P in total in a non-equilibrium geometry. The level of theory is wB97M-V/def2-TZVPD.

Each line ends with the Mulliken charge.
CARTESIAN COORDINATES (ANGSTROEM)
C 2.4620 -7.6441 0.0337  -0.9085
C 2.7004 -6.0814 0.4561  -0.2673
O 2.6132 -5.3244 -0.7698  -0.0892
C 1.9747 -4.0325 -0.5853  -1.1308
P 0.6807 -3.6462 -1.9840  1.1667
C -0.6075 -2.9550 -0.7169  -0.4642
C -1.6920 -4.0706 -0.2747  0.1710
O -1.3400 -4.9768 0.5286  -0.5545
C -3.2050 -4.0753 -0.8542  0.1719
C -3.5798 -4.9523 -2.1070  -0.2751
C -5.0067 -4.9649 -2.7184  -0.3674
C -6.1654 -4.1014 -2.1226  -0.4060
C -5.8111 -3.2499 -0.8494  -0.3883
C -4.3631 -3.2511 -0.2391  -0.2606
C 1.8139 -4.3546 -3.3587  -1.0433
C 3.2674 -3.7042 -3.4459  0.6886
C 3.5993 -2.1926 -3.4473  -0.1990
C 5.1103 -1.7587 -3.5238  -0.4443
C 6.2848 -2.7731 -3.5855  -0.3945
C 5.9621 -4.2936 -3.5872  -0.4316
C 4.4771 -4.7155 -3.5378  -0.4698
H 2.4669 -7.7007 -1.1209  0.1980
H 3.2919 -8.3224 0.4230  0.2866
H 1.4101 -7.9333 0.3661  0.2729
H 3.7855 -6.0466 0.8547  0.2638
H 1.9175 -5.8169 1.2411  0.2192
H 1.4689 -3.8844 0.4276  0.4970
H 2.8057 -3.2301 -0.7206  0.0511
H 0.1670 -4.9993 -1.7894  -0.2561
H -0.3540 -3.4659 -3.0130  -0.0131
H 1.1842 -2.2985 -2.1564  -0.5467
H -0.1459 -2.4114 0.1778  0.1406
H -1.2312 -2.1577 -1.2846  0.4531
H -2.7804 -5.6051 -2.5886  0.3178
H -5.2613 -5.6003 -3.6391  0.2738
H -7.2049 -4.1039 -2.5990  0.2953
H -6.6715 -2.6338 -0.4166  0.2727
H -4.2028 -2.5784 0.6828  0.2691
H 1.3014 -4.1470 -4.3778  0.3696
H 1.8915 -5.5013 -3.2720  0.1952
H 2.7461 -1.4223 -3.4051  0.3149
H 5.4028 -0.6438 -3.5121  0.2585
H 7.3860 -2.4703 -3.6205  0.2787
H 6.7461 -5.1309 -3.6452  0.2774
H 4.2424 -5.8438 -3.5669  0.1694
C 2.0860 4.3690 1.3093  -1.2246
C 2.3530 2.8991 1.0069  -0.3028
N 1.3288 1.9980 1.5219  0.1646
C 1.7221 0.5897 1.4762  -1.1683
C 1.9450 -0.0391 0.1018  -0.0302
C -0.0416 2.2732 1.1011  -0.1412
C -0.3374 2.2849 -0.3976  -1.0966
H 1.9533 4.5346 2.3820  0.3121
H 2.9345 4.9750 0.9797  0.4870
H 1.2005 4.7394 0.7867  0.0423
H 3.3104 2.6466 1.4759  0.4555
H 2.4942 2.7805 -0.0746  0.2368
H 0.9856 -0.0095 2.0218  0.3370
H 2.6508 0.4817 2.0515  0.4458
H 1.0024 -0.2436 -0.4068  -0.2137
H 2.4566 -0.9992 0.2165  0.1540
H 2.5658 0.5826 -0.5474  0.3943
H -0.3354 3.2461 1.5121  -0.0894
H -0.7203 1.5651 1.5890  0.2956
H 0.4221 2.8204 -0.9719  0.2197
H -1.2931 2.7870 -0.5796  0.4253
H -0.4291 1.2756 -0.7989  0.3215
C -1.3987 6.3862 0.6233  -1.1249
C -1.6872 7.1304 1.9217  -0.2765
N -3.0882 7.0877 2.3260  0.0768
C -3.4067 8.0220 3.4033  -0.7100
C -2.7439 7.7911 4.7612  -0.9471
C -3.6789 5.7591 2.4609  -0.6913
C -3.0240 4.7850 3.4387  -0.9136
H -2.0290 6.7528 -0.1913  0.3445
H -0.3557 6.5385 0.3338  0.4280
H -1.5527 5.3090 0.7265  -0.0049
H -1.4005 8.1755 1.7596  0.4102
H -1.0248 6.7428 2.7059  0.2159
H -4.4922 8.0563 3.5432  0.3539
H -3.1371 9.0304 3.0636  0.4020
H -3.1979 6.9561 5.2959  0.2209
H -2.8756 8.6779 5.3889  0.3944
H -1.6702 7.6106 4.6772  0.2683
H -3.6900 5.2894 1.4716  0.3627
H -4.7393 5.8577 2.7178  0.3537
H -1.9342 4.7837 3.3645  0.2051
H -3.3629 3.7668 3.2250  0.3627
H -3.3019 5.0007 4.4707  0.2820

Force components x, y, z for each atom (eV/Å):
-0.3 0.9 -0.6
0.7 -2.1 -0.8
-1.1 0.3 2.1
1.2 1.4 -0.1
-0.5 -1.6 -0.2
-3.5 1.0 0.6
1.8 -0.9 1.8
-1.6 2.6 -2.5
-3.6 -0.2 -1.9
-2.3 1.8 1.3
0.2 2.1 2.6
4.4 0.0 2.1
2.0 -2.3 -2.2
-0.9 -1.3 -2.4
1.9 0.2 -1.8
3.1 0.0 -0.3
2.8 -2.6 -0.3
-0.2 -2.8 0.1
-3.4 -1.5 0.2
-3.5 2.3 0.0
1.1 2.8 0.1
0.1 0.2 1.9
-1.3 0.8 -0.3
1.6 0.0 -0.3
-1.7 0.4 -0.3
1.2 0.0 -1.1
0.8 -0.6 -1.2
-1.1 -1.0 0.5
-0.1 -0.2 0.1
0.0 0.4 0.0
0.1 0.3 0.0
-0.7 -1.1 -0.9
1.1 -1.1 0.8
-1.2 1.1 0.8
0.7 1.0 1.6
1.7 0.0 0.9
1.7 -0.9 -0.4
-0.1 -1.3 -1.7
0.7 -0.2 1.6
0.1 1.8 0.0
1.7 -1.3 -0.1
-0.7 -2.0 0.0
-1.9 -0.2 0.1
-1.2 1.7 0.1
0.3 2.1 0.1
-0.1 0.0 0.0
-0.2 0.1 0.1
-0.1 -0.2 0.3
0.3 -0.1 0.1
0.0 -0.2 0.0
0.0 0.3 0.1
-0.2 -0.1 -0.2
-0.1 -0.1 -0.1
0.0 -0.1 0.0
0.0 0.0 0.1
-0.1 -0.2 0.0
0.1 0.1 -0.1
-0.1 0.2 0.0
-0.1 0.2 0.0
0.1 0.0 -0.1
-0.1 0.1 -0.1
0.0 0.0 0.0
0.1 0.0 0.0
0.3 -0.1 0.0
0.0 0.0 0.1
0.0 0.0 0.0
0.1 0.1 -0.1
0.0 -0.1 0.0
0.0 -0.1 -0.1
-0.3 0.3 0.1
0.1 0.2 -0.2
0.0 0.1 0.3
0.1 -0.1 -0.3
-0.1 -0.2 0.2
0.0 0.0 0.1
-0.1 0.0 0.1
0.0 0.1 0.0
-0.2 0.0 0.2
0.2 0.0 0.0
0.0 -0.2 -0.1
0.1 -0.1 -0.1
0.1 0.0 0.0
0.0 0.0 0.0
-0.1 0.0 0.0
0.1 0.1 0.0
0.1 0.3 0.0
0.0 0.0 0.0
0.0 0.1 0.0
0.1 0.0 0.0

- largest force on an atom (hartree/bohr) = 0.0944
- energy (eV) = -48337.989
- net charge = -1
- Kohn-Sham gap (eV) = 6.238

=====

- Which of these has the lowest net charge?
  C30H54N2O2P